Record 1
Density functional theory data (ωB97M-V/def2-TZVPD) for C26H30ClLaN5O9 as an isolated structure.

The geometry in XYZ format:
```
72
Properties=species:S:1:pos:R:3
La 0.0914 0.4284 1.0172
Cl -0.6207 0.4311 3.5457
N -0.9143 -2.0417 0.6173
N 2.0641 1.0054 -0.6446
C -0.8800 -2.7550 1.7315
C 3.3311 0.9387 -0.2909
C -2.1555 -2.4382 -0.1140
C -2.9857 -3.0684 0.9987
C -1.9163 -3.5021 -1.1663
C -2.8134 -1.2350 -0.7588
H -1.3429 -4.3418 -0.7573
H -1.4108 -3.0987 -2.0480
H -2.8994 -3.8794 -1.4793
H -3.0116 -0.4602 -0.0086
H -3.7687 -1.5441 -1.2071
H -2.1848 -0.8025 -1.5536
C 1.9740 1.8318 -1.8950
C 3.4323 2.1953 -2.1626
C 1.1027 3.0508 -1.6357
C 1.3984 1.0524 -3.0657
H 1.9934 0.1500 -3.2499
H 1.4594 1.6890 -3.9584
H 0.3429 0.7842 -2.9159
H 1.4071 3.5529 -0.7092
H 0.0487 2.7514 -1.5495
H 1.2132 3.7430 -2.4815
O 4.1974 1.5317 -1.0990
H 3.6392 3.2682 -2.0960
H 3.8154 1.8056 -3.1137
O -1.9857 -3.4302 2.0164
H -3.5029 -3.9918 0.7182
H -3.7028 -2.3649 1.4479
C 0.2741 -2.8320 2.6921
C 3.8547 0.2570 0.9501
C 3.3256 -1.1502 1.1134
H 3.5246 0.8932 1.7877
H 4.9485 0.3092 0.9103
C 2.2090 -1.3828 1.9359
C 1.5980 -2.6477 1.9720
H 1.8356 -0.5800 2.6102
C 2.1913 -3.7242 1.3073
C 3.3544 -3.4981 0.5681
C 1.5904 -5.1013 1.3698
C 3.9209 -2.2267 0.4495
H 3.8241 -4.3401 0.0556
C 5.1529 -2.0339 -0.3849
H 5.5528 -3.0060 -0.6930
H 5.9487 -1.5067 0.1558
H 4.9462 -1.4570 -1.2966
H 1.3177 -5.4018 2.3890
H 2.3023 -5.8393 0.9838
H 0.6823 -5.1765 0.7541
H 0.2052 -3.7840 3.2369
H 0.1060 -2.0194 3.4157
O -5.1006 6.5103 1.2604
N -5.2497 5.5933 0.4298
O -6.2578 5.5083 -0.3060
C -4.2310 4.5789 0.2824
C -3.0864 4.5960 1.1001
C -2.0907 3.6406 0.9121
C -2.3111 2.5760 -0.0288
O -1.6735 1.4552 0.0436
C -3.3895 2.7066 -0.9427
C -4.4159 3.6057 -0.7090
N -3.4146 1.7419 -2.0455
O -4.5146 1.2639 -2.3764
O -2.3250 1.4477 -2.5881
N -0.9262 3.6409 1.7642
O -0.8523 4.4385 2.6928
O 0.0467 2.8281 1.5111
H -2.9626 5.3360 1.8823
H -5.3261 3.5248 -1.2971
```

As for the frontier orbital gap (spin up / spin down): 4.01 / 2.88 eV. Its total charge is -1. The relative energy (zero: lowest compared OMol25 entry of this formula, charge and spin) is 0.00 kcal per mole.


Record 2
Density functional theory data (ωB97M-V/def2-TZVPD) for C26H30ClN7NaO5S as an isolated structure.

The geometry in XYZ format:
```
71
Properties=species:S:1:pos:R:3
Na 0.5935 -0.5939 0.3226
C -3.0225 -2.6921 3.3473
O -2.0698 -1.6985 3.9198
C -1.2172 -1.1493 3.0619
O -0.9944 -1.5839 1.9275
N -0.6020 -0.0270 3.5530
N 0.1074 0.8157 2.7175
H -2.9401 -3.3981 4.1974
H -2.7066 -2.9723 2.3424
H -4.0607 -2.2047 3.2904
H -0.9057 0.2725 4.4595
H 0.9624 1.1113 3.2515
H -0.4028 1.7382 2.6076
C -2.8304 -0.7204 -2.9559
C -1.5905 -0.4108 -2.2049
N -1.3390 -1.0897 -1.0402
O -2.4006 -1.8474 -0.5550
C -0.4395 0.4438 -2.6081
C -0.2499 1.0259 -4.0312
N 0.3845 0.7474 -1.5999
O 1.4479 1.7179 -1.9881
H -3.2669 -1.6774 -2.5802
H -2.6134 -0.8383 -4.0375
H -3.6921 -0.0917 -2.8598
H -2.1302 -2.1203 0.3514
H -0.3277 0.2999 -4.8653
H 0.7117 1.4524 -3.9609
H -1.0178 1.7926 -4.3147
N -4.1897 4.7988 -1.6878
C -3.7441 5.5450 -0.6507
O -3.6700 6.7848 -0.6915
C -3.3003 4.8072 0.4957
C -2.2020 5.2950 1.1611
C -1.6032 4.5117 2.1271
N -1.9337 3.2631 2.3941
C -2.9916 2.7643 1.6558
C -3.7615 3.4924 0.7750
H -4.6477 5.2891 -2.4585
H -4.3337 3.8187 -1.4369
H -1.8436 6.3113 0.9114
H -0.8210 4.8494 2.7492
H -3.2216 1.6840 1.9424
H -4.6894 3.0953 0.3587
Cl -0.8091 -7.6026 -1.5760
C 0.1195 -6.2772 -1.0495
C 0.2225 -6.1079 0.3460
C 0.9257 -5.0274 0.8572
C 1.5690 -4.0465 -0.0318
C 2.3279 -2.9741 0.3772
C 1.4191 -4.2844 -1.4947
C 0.5753 -5.2681 -1.9213
H -0.3307 -6.8445 0.9030
H 1.0064 -4.9196 1.9297
H 2.8959 -2.4356 -0.4045
H 2.4063 -2.7326 1.4416
H 1.9473 -3.5765 -2.1512
H 0.2532 -5.2754 -2.9023
S 3.8002 2.8766 -1.6554
C 2.3037 1.9442 -0.8877
N 2.7369 0.7313 -0.2392
C 4.1139 0.6762 -0.1925
C 4.7870 -0.2894 0.5778
C 6.1611 -0.2127 0.7198
C 6.8536 0.8636 0.0852
C 6.1641 1.8685 -0.5720
C 4.8285 1.7554 -0.8018
H 1.7722 2.7582 -0.3427
H 4.1284 -0.9625 1.1335
H 6.7657 -0.9337 1.2937
H 7.9513 0.9761 0.2340
H 6.6706 2.7085 -1.0692
```

As for the frontier orbital gap: 2.87 eV. Its total charge is -1. The relative energy (zero: lowest compared OMol25 entry of this formula, charge and spin) is 49.14 kcal per mole.


Record 3
Density functional theory data (ωB97M-V/def2-TZVPD) for C26H30F3ILuN2O6 as an isolated structure.

The geometry in XYZ format:
```
69
Properties=species:S:1:pos:R:3
C -4.8864 -1.2970 -0.4149
C -4.3061 -2.3526 -0.5845
C -3.3796 -3.5310 -0.8227
C -2.1107 -3.0010 -1.6516
C -0.7244 -3.3428 -0.9509
C -0.0116 -2.0101 -0.5779
C 0.3243 -1.0627 -1.6080
C 0.0455 -1.3365 -3.1013
O -1.2849 -0.9754 -3.5155
C -1.4262 -0.9472 -4.8831
F -0.6974 -1.8820 -5.5267
F -2.7247 -1.1708 -5.1787
F -1.1087 0.2813 -5.3675
C 0.9596 0.2194 -1.2680
C 1.3124 1.3091 -2.2987
C -0.0464 1.8599 -2.9216
C -0.4422 3.2779 -2.3639
C -1.9932 3.4136 -2.5826
O -2.2905 3.5962 -3.9704
C 1.2691 0.4620 0.1162
C 0.9576 -0.5292 1.1484
C 0.3030 -1.7632 0.8503
C -0.0018 -2.7400 1.9929
C -1.3766 -2.4562 2.7500
C -2.1967 -1.2747 2.1119
I -2.6047 -4.2413 2.9071
C 1.4573 0.0098 2.5228
O 1.2956 -0.4711 3.6148
N 2.1683 1.1522 2.1199
N 3.0364 1.8021 2.9923
C 2.3929 2.3308 4.1533
C 1.2503 3.3283 3.9349
O 2.7449 2.0349 5.3277
C 4.2605 1.0680 3.2684
C 5.5928 1.7961 2.9587
O 4.3462 -0.0636 3.7693
C 1.9388 1.6693 0.7974
O 2.1920 2.7753 0.4315
H -5.1953 -0.2487 -0.4045
H -3.9140 -4.2374 -1.4963
H -3.0713 -4.0166 0.1245
H -2.2152 -1.8951 -1.6418
H -2.1887 -3.3864 -2.6884
H -0.1040 -3.9552 -1.6436
H -0.9591 -3.9309 -0.0399
H 0.8188 -0.8353 -3.7294
H 0.1665 -2.4292 -3.3014
H 1.8232 2.1234 -1.7503
H 1.9890 0.8445 -3.0465
H -0.8602 1.1754 -2.5910
H 0.0680 1.8781 -4.0208
H -0.2729 3.3188 -1.2663
H 0.0468 4.0883 -2.9399
H -2.4352 4.2273 -1.9615
H -2.5064 2.4665 -2.2721
H -3.0986 3.1009 -4.1729
H 0.0878 -3.7711 1.6035
H 0.8186 -2.6123 2.7382
H -1.1269 -2.1949 3.8032
H -1.6018 -0.3455 2.2256
H -2.3861 -1.4968 1.0377
H -3.1767 -1.2414 2.6274
H 0.3997 2.8174 3.4385
H 0.9939 3.7473 4.9308
H 1.6359 4.1823 3.3274
H 6.4377 1.3244 3.5015
H 5.7525 1.8985 1.8631
H 5.4802 2.8365 3.3681
Lu 4.3588 0.6292 6.1982
```

As for the frontier orbital gap: 1.50 eV. Its total charge is +3. The relative energy (zero: lowest compared OMol25 entry of this formula, charge and spin) is 0.00 kcal per mole.


Record 4
Density functional theory data (ωB97M-V/def2-TZVPD) for C26H30IN4SV as an isolated structure.

The geometry in XYZ format:
```
63
Properties=species:S:1:pos:R:3
V 0.5624 1.2161 -0.6988
N -0.2142 2.6169 -2.1423
C -0.0862 3.9198 -1.4792
C -0.8854 3.8409 -0.1852
N -0.4585 2.6622 0.5889
C 0.5268 2.9650 1.6411
C 1.9456 2.8860 1.0945
N 2.1795 1.5237 0.6086
H 0.3282 2.6284 -3.0114
H -1.1919 2.4913 -2.4245
H -0.4678 4.7455 -2.0941
H 0.9752 4.1167 -1.2973
H -1.9473 3.7460 -0.4406
H -0.7618 4.7579 0.3997
H -1.2893 2.3178 1.0645
H 0.4320 2.2398 2.4585
H 0.3489 3.9616 2.0579
H 2.6611 3.1643 1.8796
H 2.0889 3.5859 0.2667
H 2.1215 0.8850 1.4087
H 3.1377 1.4513 0.2575
I 2.8918 1.0272 -2.5183
C 1.7666 -0.2408 -3.8094
C 2.2962 -0.6768 -4.9951
C 1.5387 -1.5497 -5.7895
C 0.2947 -1.9455 -5.3791
C -0.2824 -1.4414 -4.1950
C -1.6020 -1.7671 -3.8390
C -2.2130 -1.1484 -2.7814
C -1.4966 -0.2128 -2.0153
C -0.1607 0.0134 -2.2319
C 0.4672 -0.5469 -3.3621
H 3.2731 -0.3627 -5.3322
H 1.9510 -1.9146 -6.7173
H -0.2871 -2.6363 -5.9703
H -2.1374 -2.4829 -4.4429
H -3.2439 -1.3548 -2.5423
H -2.0391 0.3378 -1.2473
N -0.1039 0.0100 0.5320
S 0.5367 -1.4353 1.0343
C -0.8705 -2.5373 1.3200
C -2.1372 -2.2459 0.8476
C -3.1655 -3.1317 1.1253
C -2.9155 -4.2939 1.8380
C -1.6340 -4.5817 2.2824
C -0.6006 -3.6971 2.0277
C 0.8210 -0.9255 2.7602
C 2.1283 -0.8286 3.2168
C 2.3571 -0.3758 4.5099
C 1.2896 -0.0153 5.3192
C -0.0128 -0.1201 4.8515
C -0.2575 -0.5808 3.5676
H -0.8748 0.2590 1.1525
H -2.3276 -1.3526 0.2734
H -4.1626 -2.9121 0.7791
H -3.7209 -4.9785 2.0479
H -1.4350 -5.4930 2.8231
H 0.3948 -3.9034 2.3847
H 2.9570 -1.1409 2.5982
H 3.3650 -0.3168 4.8895
H 1.4672 0.3372 6.3239
H -0.8449 0.1398 5.4884
H -1.2751 -0.6989 3.2239
```

Its spin multiplicity is 2. As for the frontier orbital gap (spin up / spin down): 5.53 / 6.75 eV. Its total charge is +3. The relative energy (zero: lowest compared OMol25 entry of this formula, charge and spin) is 23.22 kcal per mole.


Record 5
Density functional theory data (ωB97M-V/def2-TZVPD) for a single C26H30N2O7 molecule.

The geometry in XYZ format:
```
65
Properties=species:S:1:pos:R:3
C 0.9859 0.8914 4.2256
C -0.4662 1.0241 4.7140
C -1.4822 0.4968 3.6930
C -2.9237 0.5481 4.2173
C -1.3429 1.1879 2.3482
C -1.0158 2.5372 2.2119
C -0.8737 3.1474 0.9704
O -0.4915 4.4616 0.8734
C -1.0467 2.4214 -0.2166
C -0.8206 3.0234 -1.5835
C 0.5131 2.5028 -2.1326
C 1.7146 2.9821 -1.3187
N 2.9311 2.4338 -1.9262
C 3.1170 1.0230 -1.5431
C 2.9465 0.0737 -2.6937
C 3.7705 0.1803 -3.8138
C 3.6178 -0.6741 -4.9034
C 2.6367 -1.6616 -4.8680
C 1.8151 -1.8023 -3.7575
C 1.9775 -0.9293 -2.6856
O 1.1107 -1.0619 -1.5974
C -1.4020 1.0825 -0.0783
C -1.5463 0.4850 1.1672
C -1.9047 -0.9434 0.9580
O -2.1473 -1.8199 1.7411
N -1.9074 -1.1343 -0.4256
C -2.6460 -2.2262 -1.0317
C -1.9294 -3.5453 -0.9120
O -0.9823 -3.8525 -1.5556
O -2.4952 -4.3523 0.0140
C -1.7533 -5.5193 0.2771
C -0.7340 -5.3719 1.3502
O -1.9969 -6.5178 -0.2928
C -1.7202 0.0551 -1.1288
O -1.8500 0.2025 -2.3054
H 1.3601 1.8666 3.9312
H 1.0464 0.2634 3.3380
H 1.6285 0.4491 4.9785
H -0.6756 2.0705 4.9193
H -0.6093 0.4589 5.6302
H -1.2257 -0.5427 3.5206
H -3.6184 0.9804 3.5049
H -2.9924 1.0936 5.1549
H -3.2673 -0.4616 4.4248
H -0.8331 3.1481 3.0841
H -1.1158 5.0328 1.3307
H -0.7300 4.0995 -1.4695
H -1.6399 2.7572 -2.2374
H 0.6835 2.8094 -3.1605
H 0.4974 1.4169 -2.1033
H 1.6410 2.6869 -0.2659
H 1.7233 4.0712 -1.3479
H 3.7186 2.9645 -1.5787
H 4.1301 0.9100 -1.1554
H 2.4351 0.7669 -0.7334
H 4.5342 0.9450 -3.8351
H 4.2606 -0.5488 -5.7607
H 2.5296 -2.3195 -5.7178
H 1.0663 -2.5760 -3.7205
H 1.6311 -1.3167 -0.8300
H -2.7399 -2.0216 -2.0928
H -3.6497 -2.2857 -0.6192
H -0.9660 -4.5431 2.0094
H 0.2439 -5.2217 0.9052
H -0.7251 -6.3017 1.9050
```

As for the SMILES: CC[C@@H](C)c1cc(O)c(CCCNCc2ccccc2O)c2c1C(=O)N(CC(=O)OC(C)=O)C2=O. As for the frontier orbital gap: 8.48 eV. The relative energy (zero: lowest compared OMol25 entry of this formula, charge and spin) is 0.00 kcal per mole.


Record 6
Density functional theory data (ωB97M-V/def2-TZVPD) for C26H30N2P2Sm as an isolated structure.

The geometry in XYZ format:
```
61
Properties=species:S:1:pos:R:3
C -0.9669 -4.5828 1.4765
C -0.6020 -3.5342 0.6323
C -1.6424 -2.7520 0.0519
C -2.9746 -2.8960 0.4698
C -3.3092 -3.9458 1.3365
C -2.3091 -4.7981 1.8132
C -3.8531 -1.7423 0.0803
C -3.6402 -1.3878 -1.3624
C -2.2884 -1.2825 -1.7183
C -1.8883 -0.6405 -2.9258
C -2.8888 -0.2637 -3.8233
C -4.2441 -0.4566 -3.5152
C -4.6228 -0.9939 -2.2802
H -0.1834 -5.2261 1.8872
H -4.3469 -4.0972 1.6366
H -2.5580 -5.6295 2.4766
H -4.9055 -1.9027 0.3269
H -2.6012 0.1901 -4.7756
H -4.9993 -0.1625 -4.2468
H -5.6788 -1.1071 -2.0346
N -1.3274 -1.7153 -0.8150
Sm -0.8564 0.3725 0.6962
C 0.8381 -3.1557 0.3755
H 1.0293 -3.1108 -0.7054
H 1.5252 -3.8709 0.8466
C -0.4224 -0.3921 -3.1778
H 0.1272 -1.3460 -3.1396
H -0.2741 0.0862 -4.1570
P 1.2832 -1.4664 1.0263
P 0.4148 0.6908 -1.9057
C 0.0504 2.3121 -2.6759
H 0.6242 3.0822 -2.1434
H 0.3331 2.3019 -3.7383
H -1.0205 2.5143 -2.5694
C 2.1362 0.4523 -2.4669
H 2.2576 0.8207 -3.4957
H 2.7989 1.0199 -1.8017
H 2.4088 -0.6106 -2.4250
C 1.2853 -1.8287 2.8222
H 1.8743 -2.7366 3.0099
H 1.7390 -0.9779 3.3481
H 0.2621 -1.9762 3.1915
C 3.0732 -1.4564 0.6809
H 3.4859 -0.4964 1.0174
H 3.5640 -2.2735 1.2304
H 3.2600 -1.5709 -0.3950
H -3.4606 -0.8215 0.6843
H -1.8193 1.6788 -0.2470
N 0.8463 1.8162 1.2816
C 1.5967 2.6615 1.6247
C 2.2903 3.8211 2.0442
C 3.5621 3.7808 2.6611
C 4.1421 4.9614 3.1396
C 3.4789 6.1879 3.0036
C 2.2326 6.2358 2.3662
C 1.6482 5.0656 1.8826
H 4.0834 2.8303 2.7697
H 5.1174 4.9296 3.6285
H 3.9289 7.1055 3.3902
H 1.7091 7.1838 2.2479
H 0.6772 5.1058 1.3839
```

Its spin multiplicity is 6. As for the frontier orbital gap (spin up / spin down): 5.33 / 5.38 eV. Its total charge is +1. The relative energy (zero: lowest compared OMol25 entry of this formula, charge and spin) is 6.63 kcal per mole.


Record 7
Density functional theory data (ωB97M-V/def2-TZVPD) for a single C26H30N4O4 molecule.

The geometry in XYZ format:
```
64
Properties=species:S:1:pos:R:3
O -4.0812 0.4505 2.3524
C -4.4830 0.0145 1.3087
C -5.9023 0.0663 0.7763
C -6.4033 1.5118 0.7305
C -5.5646 2.3634 -0.2233
C -5.3000 1.6644 -1.5703
C -6.1322 0.3963 -1.7392
C -5.8358 -0.5906 -0.6032
C -4.4073 -1.0847 -0.7344
O -3.9389 -1.7128 -1.6460
N -3.7033 -0.6605 0.3800
C -2.3155 -0.8802 0.5535
C -1.7648 -2.1441 0.3042
C -0.4252 -2.3607 0.4772
C 0.4480 -1.3454 0.9301
N 1.7472 -1.5812 1.1634
C 2.5349 -2.6802 0.6547
C 3.9293 -2.6166 1.2782
C 4.6858 -1.3708 0.8186
N 4.7662 -1.3189 -0.6309
C 5.5978 -0.2136 -1.1032
C 5.0485 1.1486 -0.7527
C 5.3687 1.7519 0.4581
C 4.7714 2.9412 0.8360
C 3.8444 3.5473 0.0066
C 3.5353 2.9688 -1.2122
C 4.1341 1.7795 -1.5886
C 3.4495 -1.3233 -1.2410
C 2.6933 -2.5950 -0.8692
C -0.1280 -0.0633 1.1509
N 0.6403 1.0736 1.4969
O 0.1115 2.1677 1.4459
O 1.8222 0.9277 1.8124
C -1.4979 0.1459 0.9614
H -6.5335 -0.5023 1.4665
H -6.3497 1.9337 1.7350
H -7.4492 1.5132 0.4201
H -6.0844 3.3086 -0.3859
H -4.6140 2.5991 0.2577
H -4.2441 1.3967 -1.6498
H -5.5191 2.3452 -2.3937
H -7.1956 0.6386 -1.7463
H -5.8872 -0.0823 -2.6890
H -6.5082 -1.4482 -0.6923
H -2.4033 -2.9451 -0.0319
H -0.0228 -3.3416 0.2863
H 2.2735 -0.7680 1.4773
H 2.0544 -3.6273 0.9307
H 4.4835 -3.5041 0.9713
H 3.8547 -2.6133 2.3666
H 4.2121 -0.4662 1.2365
H 5.7070 -1.4155 1.2067
H 6.5901 -0.3458 -0.6630
H 5.6853 -0.3182 -2.1884
H 6.0947 1.2864 1.1103
H 5.0238 3.3909 1.7848
H 3.3645 4.4661 0.3077
H 2.8194 3.4412 -1.8694
H 3.8905 1.3364 -2.5447
H 2.8506 -0.4446 -0.9442
H 3.5824 -1.2880 -2.3254
H 1.7168 -2.5908 -1.3561
H 3.2538 -3.4640 -1.2142
H -1.8914 1.1316 1.1549
```

As for the SMILES: O=C1[C@H]2CCCC[C@H]2C(=O)N1c1ccc(NC2CCN(Cc3ccccc3)CC2)c([N+](=O)[O-])c1. As for the frontier orbital gap: 7.81 eV. The relative energy (zero: lowest compared OMol25 entry of this formula, charge and spin) is 87.36 kcal per mole.


Number 1: strongest force on any atom 0.0769 Eh/bohr. Number 2: strongest force on any atom 0.1051 Eh/bohr. Number 3: strongest force on any atom 0.0735 Eh/bohr. Number 4: strongest force on any atom 0.0290 Eh/bohr. Number 5: strongest force on any atom 0.0214 Eh/bohr. Number 6: strongest force on any atom 0.0924 Eh/bohr. Number 7: strongest force on any atom 0.0275 Eh/bohr.